Record 1
C34H44GeN4SeTeW as an isolated structure. Source: the Open Molecules 2025 dataset; level of theory: wB97M-V/def2-TZVPD.

```
86
Properties=species:S:1:pos:R:3:mulliken_charge:R:1
W -0.54 -0.56 0.63 -0.418
Te 1.36 -1.89 -1.09 0.423
Se -1.55 1.69 1.76 0.358
Ge -4.00 3.84 1.83 0.610
N -0.69 0.67 -1.24 0.629
N 0.55 -1.16 2.54 -0.583
N 0.88 -2.55 2.79 -0.595
N 0.99 0.96 0.79 3.174
C 2.99 -0.67 -1.62 0.749
C 0.24 -0.17 -4.06 -0.132
C 2.33 2.70 1.37 -1.466
C 0.13 1.67 -1.30 -0.586
C -1.77 -1.48 -3.96 -0.301
C 3.75 -5.30 1.45 -0.513
C 4.26 -4.02 1.42 -0.767
C -5.93 3.84 2.04 -1.180
C -1.56 0.50 -2.42 -1.916
C 4.57 -0.14 -3.34 -0.794
C -1.39 1.48 3.68 -1.240
C -2.69 -1.00 0.16 -0.695
C -1.00 -0.42 -3.48 0.842
C 3.61 -3.02 0.71 0.203
C 2.44 -3.32 0.02 -0.428
C -1.29 -2.29 -4.98 -0.865
C -0.05 -2.05 -5.54 -0.683
C -3.48 1.91 1.71 -1.032
C 0.71 -0.98 -5.08 -0.564
C 4.76 0.87 -1.17 -0.883
C 5.22 0.72 -2.47 -0.719
C 1.78 1.49 1.77 -1.186
C 3.64 0.18 -0.74 -0.147
C -3.09 4.68 3.33 -1.222
C 2.59 -5.61 0.75 -0.857
C -3.40 4.60 0.14 -1.144
C 3.45 -0.84 -2.92 -0.909
C 1.03 1.88 -0.24 -0.357
C -1.86 -1.97 -0.49 -0.697
C 1.85 2.95 0.08 -1.064
C 1.94 -4.62 0.02 0.215
C -1.25 -2.76 0.54 -0.240
C -2.62 -1.25 1.56 -0.524
C -1.76 -2.33 1.78 -1.221
H -2.33 4.45 0.01 0.342
H 1.95 1.03 2.74 0.624
H -2.76 -1.65 -3.56 0.493
H -3.33 5.74 3.33 0.416
H -1.91 0.58 4.02 0.357
H -0.02 -0.86 3.33 0.290
H 0.85 0.66 -3.72 0.327
H -6.22 3.36 2.97 0.382
H 6.10 1.27 -2.80 0.433
H 5.18 -3.79 1.95 0.455
H 3.00 3.31 1.95 0.620
H -6.42 3.33 1.21 0.379
H 3.28 0.31 0.27 0.601
H 1.67 -0.76 -5.54 0.572
H -2.01 4.58 3.26 0.380
H 4.94 -0.27 -4.35 0.462
H -1.83 2.36 4.15 0.387
H -1.73 1.49 -2.84 0.720
H -3.16 -0.71 2.33 0.815
H 1.39 -0.60 2.57 0.304
H -3.95 1.30 2.48 0.648
H 0.32 -2.67 -6.34 0.454
H 1.07 -4.88 -0.57 0.476
H 2.96 -1.52 -3.60 0.706
H 5.27 1.54 -0.48 0.486
H 2.06 3.81 -0.54 0.663
H -1.75 -2.12 -1.55 0.690
H -3.81 1.55 0.73 0.165
H -6.30 4.87 2.06 0.385
H -1.90 -3.11 -5.34 0.447
H -3.59 5.67 0.12 0.419
H -2.54 0.13 -2.10 0.290
H -3.43 4.27 4.29 0.355
H -3.93 4.15 -0.70 0.346
H 1.34 -2.89 1.95 0.023
H -0.33 1.45 3.93 0.279
H 0.10 2.36 -2.14 0.824
H -1.48 -2.75 2.73 0.579
H -3.35 -0.29 -0.30 0.634
H 1.55 -2.59 3.55 0.332
H 2.20 -6.62 0.75 0.436
H -0.60 -3.60 0.40 0.923
H 4.26 -6.08 2.01 0.422
H 4.04 -2.02 0.68 0.386
```

Computed properties:
- energy (eV) = -172899.9853
- total charge = +2



Record 2
A 2-piece molecular cluster, C34H44N3 overall in a non-equilibrium geometry. Source: the Open Molecules 2025 dataset; level of theory: wB97M-V/def2-TZVPD.

```
81
Properties=species:S:1:pos:R:3:mulliken_charge:R:1
N 4.34 2.18 -0.33 0.004
N -0.13 0.71 3.86 0.237
N -3.94 -3.12 -3.19 -0.031
C -5.95 -1.73 -3.43 -0.852
C 3.53 0.09 -2.12 -1.039
C 0.70 2.52 0.01 -0.898
C 3.93 3.99 1.30 -0.787
C 2.04 2.83 0.10 0.382
C -1.14 1.05 -0.62 -0.799
C 1.86 -0.45 2.91 -0.422
C 3.00 1.98 -0.53 0.328
C 5.33 1.45 -1.09 -0.694
C -1.85 -4.30 -3.70 -0.952
C 1.18 0.74 -1.56 -1.080
C -1.55 0.99 3.97 -0.483
C -5.40 -0.77 -2.38 -0.817
C -1.18 -3.56 -2.55 -0.572
C -3.22 0.07 -1.51 -1.205
C 0.55 -1.86 1.35 -0.454
C -5.39 -3.12 -3.23 -0.619
C -3.27 -2.13 -2.53 0.293
C 2.54 0.93 -1.38 0.725
C -3.34 -4.41 -3.43 -0.588
C 0.22 1.40 -0.73 0.965
C -1.82 -0.02 -1.26 0.692
C 0.38 -0.11 2.94 0.451
C -0.29 2.19 5.71 -0.575
C -3.93 -0.93 -2.14 0.554
C 0.68 1.33 4.90 -0.452
C 2.48 4.06 0.83 -1.082
C -0.30 -0.82 1.97 -0.603
C 1.99 -1.51 1.82 -0.349
C -1.19 -1.24 -1.65 -0.442
C -1.66 2.10 5.02 -0.681
C -1.88 -2.28 -2.23 -0.276
C 4.87 0.04 -1.40 -0.705
C 4.82 3.44 0.19 -0.671
H 5.55 1.99 -2.03 0.285
H -3.86 -4.86 -4.28 0.393
H 5.84 3.28 0.56 0.451
H 4.28 4.98 1.58 0.384
H -1.89 3.04 4.52 0.296
H 1.16 0.56 5.53 0.253
H 1.49 1.93 4.46 0.144
H -5.79 -3.55 -2.30 0.278
H -1.67 -3.77 -4.64 0.311
H 2.49 -2.41 2.19 0.469
H -1.35 -0.69 1.75 0.582
H -2.10 0.09 4.29 0.311
H -1.43 -5.30 -3.80 0.376
H 4.77 -0.54 -0.47 0.226
H -5.69 -1.36 -4.43 0.319
H 1.82 4.23 1.69 0.411
H 3.14 -0.92 -2.26 0.359
H 3.99 3.34 2.18 0.258
H 2.47 0.44 2.66 -0.003
H -5.69 -3.79 -4.05 0.411
H 3.69 0.51 -3.13 0.379
H -0.34 1.82 6.74 0.287
H -5.94 -0.93 -1.43 0.311
H -3.52 -5.07 -2.56 0.284
H -5.61 0.26 -2.68 0.422
H 5.63 -0.45 -2.01 0.393
H -0.12 -1.38 -1.46 0.385
H 0.84 0.06 -2.35 1.099
H 0.48 -1.90 0.26 -0.178
H 6.25 1.45 -0.49 0.427
H -3.74 0.99 -1.21 0.490
H -1.98 1.28 3.00 0.122
H 2.23 -0.82 3.89 0.410
H 4.89 4.19 -0.62 0.268
H -0.13 -3.36 -2.80 0.419
H -1.76 1.74 -0.04 0.332
H 2.36 4.94 0.17 0.347
H -2.46 1.88 5.73 0.329
H -7.04 -1.77 -3.36 0.364
H -0.03 3.14 0.54 0.456
H -1.18 -4.20 -1.65 0.308
H 2.58 -1.13 0.98 -0.411
H 0.28 -2.88 1.69 0.443
H 0.07 3.22 5.74 0.299
```

Computed properties:
- energy (eV) = -40437.5484
- total charge = +1



Record 3
C34H45As3I2N5NaO3S as an isolated structure in a non-equilibrium geometry. Source: the Open Molecules 2025 dataset; level of theory: wB97M-V/def2-TZVPD.

```
94
Properties=species:S:1:pos:R:3:mulliken_charge:R:1
I -2.66 0.46 -5.37 -0.047
I -6.27 4.31 -2.56 -0.037
As 2.18 -0.86 0.98 1.005
As 1.68 1.46 -1.82 0.549
As 6.99 2.14 -1.33 0.255
S 4.48 3.93 2.56 -0.501
Na -1.30 -1.37 -0.48 0.253
O -1.18 -0.59 1.95 0.314
O -1.28 0.53 3.89 -0.608
O -1.93 -0.17 -2.31 -0.741
N -1.62 -1.61 3.91 -0.066
N -3.06 0.73 0.01 1.124
N 1.61 3.81 2.74 -0.639
N -5.50 -3.19 0.88 -0.609
N -1.64 -2.89 3.35 -0.726
C -1.33 -0.55 3.16 0.393
C -4.90 2.79 -2.47 0.097
C -4.50 2.14 1.15 -1.273
C 4.35 0.51 -0.56 3.121
C -6.61 -2.47 0.59 -0.580
C 5.79 1.04 -0.25 -1.855
C 6.23 3.85 -1.73 -0.935
C 6.61 1.41 -3.09 -1.153
C 2.40 -1.04 2.92 -1.295
C 4.35 -0.54 -1.70 -2.486
C -2.54 -6.10 1.35 -0.352
C -3.51 1.11 1.10 -0.799
C -6.60 -1.60 -0.43 -0.357
C -3.50 1.21 -1.20 -0.929
C -3.40 1.19 -3.59 -0.412
C -2.83 0.68 -2.38 0.799
C -0.74 1.77 3.32 -0.340
C 2.79 3.88 2.70 0.240
C -4.38 2.25 -3.63 -0.514
C 1.59 3.05 -2.97 -1.338
C -1.22 -5.71 1.07 -0.583
C -4.94 2.72 0.00 -1.201
C 3.52 1.72 -1.03 -1.186
C -3.65 -5.38 0.98 -1.064
C 0.72 2.24 -0.29 -0.483
C 2.72 -2.72 0.57 -1.095
C -4.49 -3.20 0.01 0.683
C -4.47 -2.32 -1.10 -0.233
C 3.86 -0.03 0.76 -2.560
C -3.37 -4.14 0.34 0.137
C -2.02 -3.65 0.08 -0.541
C -1.00 -4.52 0.44 0.217
C -4.47 2.27 -1.25 1.285
C -5.59 -1.54 -1.36 -0.609
H 3.26 -1.77 3.09 0.431
H -5.79 3.39 0.18 0.118
H 4.00 0.70 1.50 0.686
H 1.82 -3.32 0.54 0.027
H 3.49 2.44 -0.16 0.327
H 3.38 -0.94 -1.85 0.550
H 5.57 1.46 -3.40 0.304
H 7.36 2.03 -3.70 0.351
H -4.99 2.47 2.08 0.386
H -0.37 -6.36 1.41 0.263
H 0.85 1.70 0.63 -0.231
H 3.99 2.10 -1.93 -0.076
H 0.58 3.39 -3.16 0.413
H 0.02 -4.25 0.08 0.129
H -1.78 -1.48 4.91 0.237
H -7.47 -1.00 -0.54 0.404
H 5.41 3.66 -2.47 0.212
H -4.58 -5.83 1.08 0.539
H 5.10 -1.26 -1.43 0.514
H 1.16 3.23 -0.10 0.569
H 2.14 3.92 -2.50 0.305
H -4.74 2.49 -4.56 0.528
H 1.94 2.80 -3.93 0.433
H -0.67 -3.14 3.05 0.319
H 7.01 0.41 -3.16 0.331
H -0.37 2.31 -0.53 0.094
H 6.42 0.15 -0.20 0.656
H 4.62 -0.06 -2.62 0.340
H -2.82 -6.99 1.84 0.347
H -3.11 0.66 2.00 0.646
H 5.95 4.37 -0.78 0.277
H 6.94 4.48 -2.29 0.389
H -7.40 -2.51 1.34 0.352
H 3.20 -2.70 -0.38 0.409
H -2.36 -2.95 2.62 0.249
H -5.60 -0.84 -2.19 0.451
H -3.70 -2.29 -1.82 0.815
H 1.43 -1.26 3.46 0.287
H -1.36 2.06 2.41 0.234
H 5.84 1.50 0.73 0.398
H 0.23 1.57 3.04 0.085
H 3.46 -3.05 1.26 0.431
H 2.82 -0.06 3.25 0.388
H 4.59 -0.73 1.21 0.535
H -0.84 2.50 4.14 0.221
```

Computed properties:
- energy (eV) = -263549.4805
- total charge = -2



Record 4
C34H45ClHfN6O6Sb2 as an isolated structure in a non-equilibrium geometry. Source: the Open Molecules 2025 dataset; level of theory: wB97M-V/def2-TZVPD.

```
95
Properties=species:S:1:pos:R:3:mulliken_charge:R:1
Hf 0.30 -0.69 -0.34 0.119
Sb -0.58 1.57 1.64 0.869
Sb 2.40 -0.27 1.86 0.508
Cl 2.62 0.21 -1.83 1.965
O 2.34 -1.16 -1.24 -0.761
O 1.96 0.31 -3.09 -0.535
O 1.11 -4.26 -1.66 -0.853
O 0.92 -2.84 0.09 -0.611
O 1.94 1.06 -0.82 -0.480
O 4.00 0.45 -1.90 -0.645
N -1.85 -1.45 -0.33 0.744
N -2.52 -1.41 -1.54 -1.243
N 2.53 -5.97 -0.54 -0.145
N -0.66 -1.79 1.99 0.821
N -0.10 -2.05 -4.66 0.143
N -0.35 -1.75 -2.37 0.462
C -2.13 -2.53 4.25 -0.688
C -0.75 -2.67 4.21 -1.027
C -0.72 0.91 -1.38 1.046
C -1.43 -1.70 -4.95 0.222
C -2.68 1.87 1.46 -1.258
C -1.87 -1.62 -6.27 -0.964
C 2.03 1.49 4.36 0.505
C 3.22 1.98 4.88 -0.419
C 0.93 2.35 4.24 0.690
C -2.61 -1.52 0.69 -0.412
C 3.35 3.31 5.25 -0.649
C -4.05 -0.98 -5.44 -0.932
C -1.72 -1.54 -2.54 -0.418
C -0.06 -2.29 3.06 -1.059
C -1.80 2.77 -3.00 1.958
C -2.28 -1.44 -3.88 0.671
C -1.52 2.36 -4.46 -1.418
C -0.42 1.88 3.76 -1.586
C -1.16 4.13 -2.72 -1.737
C 0.37 -2.02 -3.43 -0.800
C 1.93 0.05 3.96 -0.924
C -3.19 -1.26 -6.50 -0.495
C 1.08 3.68 4.61 -0.881
C -3.31 2.83 -2.76 -1.489
C -1.21 1.75 -2.12 -0.335
C 4.08 -1.58 2.05 -1.441
C 2.28 4.17 5.10 -0.758
C -2.00 -1.75 2.00 0.418
C 2.20 -4.81 0.35 -0.660
C 3.55 1.49 1.56 -1.334
C -3.60 -1.08 -4.14 -0.074
C -2.77 -2.08 3.10 -0.943
C 1.32 -3.88 -0.50 0.644
C 0.06 3.50 1.05 -1.286
H 3.80 -2.54 2.49 0.402
H 2.65 -0.57 4.50 0.891
H 0.94 -0.35 4.15 -0.026
H -2.98 1.66 0.43 0.158
H -1.38 4.46 -1.70 0.313
H -2.69 -2.79 5.13 0.470
H 4.29 3.67 5.66 0.420
H 1.67 -5.14 1.23 0.249
H 4.81 -1.09 2.68 0.435
H -3.76 3.56 -3.44 0.442
H -1.86 3.14 -5.13 0.484
H 1.01 -2.41 3.01 1.141
H 2.92 2.31 1.24 0.165
H -3.85 -2.01 3.05 0.565
H 2.36 5.21 5.39 0.436
H -0.46 2.19 -4.62 0.311
H 3.53 -6.08 -0.72 0.363
H 4.06 1.31 5.01 0.442
H 2.16 -6.86 -0.20 0.352
H 0.23 4.35 4.52 0.412
H -2.06 1.44 -4.71 0.153
H -4.25 -0.87 -3.30 0.505
H 1.42 -2.23 -3.30 0.653
H -3.53 3.13 -1.74 0.317
H -2.90 2.90 1.71 0.600
H -0.08 4.09 -2.84 0.323
H 4.50 -1.75 1.05 0.413
H 4.28 1.28 0.78 0.577
H 1.05 3.71 1.45 0.434
H -5.07 -0.70 -5.64 0.456
H -0.75 0.97 4.27 0.601
H 0.09 3.56 -0.04 0.218
H -3.77 1.86 -2.94 0.169
H -3.22 1.21 2.14 0.426
H -0.21 -3.07 5.06 0.489
H -3.69 -1.53 0.56 0.451
H -0.64 4.23 1.45 0.596
H -1.56 4.88 -3.40 0.460
H 4.04 1.74 2.49 0.648
H -3.54 -1.18 -7.52 0.441
H 3.11 -4.29 0.65 0.186
H -1.17 2.65 3.95 0.797
H -1.20 -1.83 -7.09 0.462
H 0.53 -2.26 -5.42 0.342
H 2.02 -5.66 -1.41 0.336
```

Computed properties:
- energy (eV) = -84099.7782
- total charge = +2



Record 5
C34H45InN7OS3 as an isolated structure in a non-equilibrium geometry. Source: the Open Molecules 2025 dataset; level of theory: wB97M-V/def2-TZVPD.

```
91
Properties=species:S:1:pos:R:3:mulliken_charge:R:1
In 0.18 -0.41 0.58 0.935
S -4.42 -1.27 -3.55 -0.169
S -1.12 -2.52 -2.38 0.346
S -3.14 -1.20 0.01 0.273
O 1.95 -0.11 -0.97 -0.549
N 2.14 -0.20 1.97 0.615
N -0.74 0.89 -1.14 1.370
N 3.58 -0.14 -2.52 0.293
N 1.23 1.27 3.60 -0.410
N -0.22 1.43 1.69 0.504
N 3.22 1.76 -1.23 0.461
N -1.99 2.26 0.34 -0.357
C -1.11 2.81 -3.11 -0.770
C -2.07 -3.50 -1.18 -0.300
C -3.37 -2.86 -0.74 -1.011
C 4.46 -0.30 3.50 -0.558
C 4.39 2.41 -1.78 -0.703
C 4.71 0.43 -3.21 -0.652
C -1.96 2.51 2.75 0.136
C 4.36 -1.02 2.31 -1.154
C -1.43 2.01 -0.86 0.292
C -3.15 3.12 3.09 -0.219
C -2.24 3.45 5.31 -0.673
C 2.89 0.49 -1.54 0.090
C -0.93 2.35 3.68 0.230
C 0.00 -2.48 1.57 -1.809
C -1.27 -2.72 2.36 1.966
C 3.21 -1.48 -2.94 -1.121
C 3.39 0.46 3.90 -0.645
C -1.64 2.99 -1.86 -0.988
C -4.34 -0.21 -0.94 -1.078
C 2.23 0.52 3.10 0.031
C -1.04 2.84 4.96 -0.215
C -2.08 -2.81 -3.92 -0.971
C -0.44 1.62 -3.39 -1.383
C -3.28 3.58 4.40 -0.680
C -1.28 -1.90 3.66 -1.514
C -2.85 -1.60 -4.43 -0.397
C 4.62 1.95 -3.21 -0.676
C 0.14 1.61 3.00 -0.507
C -1.40 -4.21 2.69 -1.735
C 3.18 -0.95 1.60 -0.366
C 2.44 2.53 -0.29 -1.285
C -0.30 0.69 -2.38 -0.594
C -1.44 2.00 1.48 -0.374
C -3.93 0.06 -2.38 0.760
H -3.16 -1.80 -5.46 0.490
H -0.22 2.75 5.66 0.562
H -1.35 -3.12 -4.66 0.554
H 2.00 3.39 -0.79 0.493
H -2.86 0.19 -2.46 -1.120
H 4.09 -2.12 -2.94 0.402
H 0.17 -0.26 -2.56 0.546
H -4.20 4.04 4.71 0.440
H 0.87 -2.45 2.21 0.693
H -4.44 0.96 -2.73 0.588
H 5.36 -0.36 4.09 0.439
H -0.51 -4.56 3.23 0.369
H 2.47 -1.88 -2.26 0.223
H -3.94 3.24 2.37 0.537
H -1.23 3.57 -3.88 0.512
H -2.25 -1.96 4.14 0.472
H -4.05 -2.72 -1.58 0.455
H -2.14 -2.42 1.78 -0.557
H -0.04 1.41 -4.37 0.624
H 1.65 1.91 0.12 0.243
H -4.38 0.74 -0.40 0.343
H -3.85 -3.49 0.01 0.543
H 5.17 -1.64 1.95 0.503
H 3.08 2.88 0.53 0.395
H -2.35 3.83 6.32 0.440
H 4.22 3.49 -1.75 0.367
H -2.76 -3.64 -3.72 0.380
H 4.71 0.06 -4.24 0.376
H -5.30 -0.71 -0.88 0.589
H 3.39 1.00 4.83 0.581
H 2.79 -1.45 -3.95 0.361
H -1.39 -3.61 -0.35 -0.487
H -1.52 -4.81 1.79 0.356
H 3.03 -1.52 0.69 0.618
H 5.64 0.10 -2.73 0.296
H 3.79 2.27 -3.83 0.285
H -2.25 -0.69 -4.41 -0.028
H -2.27 -4.37 3.32 0.428
H 5.27 2.19 -1.15 0.306
H -2.26 -4.48 -1.62 0.667
H -2.20 3.87 -1.60 0.619
H 5.54 2.38 -3.61 0.381
H -1.06 -0.86 3.44 0.116
H 0.15 -3.21 0.79 0.772
H -0.53 -2.28 4.35 0.389
```

Computed properties:
- energy (eV) = -86143.7026
- total charge = +1



E_HOMO across the listed records, respectively: -13.44, -9.09, -2.68, -12.58, -10.57 eV.